[1]
Here is 10 unconnected molecules or ions with the total composition C16H40N8O20 in a non-equilibrium geometry from the Open Molecules 2025 dataset. Energies are from ωB97M-V/def2-TZVPD.

Each line ends with the Löwdin charge.
Cartesian coordinates (Å):
C  2.80  -17.93  -0.38  0.020
N  3.23  -19.21  0.13  -0.456
O  2.35  -20.00  0.50  0.053
O  4.40  -19.46  0.11  0.071
H  2.39  -17.29  0.40  0.107
H  1.91  -18.12  -0.99  0.102
H  3.58  -17.44  -0.98  0.104
C  9.32  -17.76  -0.98  0.037
N  8.86  -16.62  -0.11  -0.418
O  8.36  -15.62  -0.68  0.040
O  9.13  -16.75  1.08  0.057
H  10.41  -17.82  -0.97  0.098
H  8.93  -17.61  -1.99  0.091
H  8.96  -18.71  -0.57  0.095
C  -0.49  -5.37  3.50  0.044
N  -0.31  -4.64  2.22  -0.479
O  0.65  -3.90  2.08  0.066
O  -1.07  -4.93  1.35  0.072
H  -0.33  -4.69  4.33  0.099
H  0.31  -6.11  3.42  0.102
H  -1.47  -5.84  3.55  0.097
C  7.03  -10.39  -2.97  0.053
N  7.59  -9.83  -1.67  -0.427
O  8.45  -10.53  -1.12  0.042
O  7.26  -8.72  -1.29  0.046
H  7.06  -9.64  -3.77  0.099
H  6.01  -10.64  -2.70  0.094
H  7.51  -11.35  -3.17  0.094
C  6.11  -19.87  4.98  0.040
N  5.29  -20.96  5.60  -0.448
O  4.27  -20.64  6.14  0.073
O  5.80  -22.08  5.65  0.045
H  6.83  -19.53  5.73  0.102
H  5.49  -19.03  4.69  0.092
H  6.58  -20.30  4.09  0.095
C  10.42  -13.57  9.68  0.034
N  9.13  -14.25  9.62  -0.470
O  8.66  -14.73  10.63  0.064
O  8.52  -14.26  8.57  0.062
H  10.85  -13.69  8.69  0.099
H  11.03  -13.98  10.48  0.103
H  10.20  -12.50  9.74  0.108
C  0.36  -13.22  -4.62  0.034
N  1.36  -12.52  -5.47  -0.490
O  1.00  -11.58  -6.13  0.071
O  2.44  -12.98  -5.41  0.088
H  -0.30  -13.79  -5.28  0.105
H  -0.21  -12.39  -4.22  0.093
H  0.77  -13.69  -3.73  0.099
C  5.68  -6.92  3.58  0.038
N  4.77  -6.72  4.72  -0.447
O  4.33  -7.72  5.30  0.049
O  4.66  -5.55  5.08  0.055
H  5.31  -6.28  2.78  0.105
H  5.70  -8.00  3.45  0.096
H  6.65  -6.58  3.93  0.104
O  4.05  -0.60  -4.30  0.054
C  3.59  -1.64  -4.82  -0.515
O  3.92  -1.99  -6.02  0.009
C  5.07  -1.49  -6.65  -0.260
C  4.73  -0.54  -7.72  -0.072
C  2.56  -2.58  -4.18  0.023
H  5.55  -2.34  -7.13  0.125
H  5.79  -1.04  -5.97  0.127
H  4.11  0.26  -7.31  0.086
H  4.13  -1.04  -8.48  0.085
H  5.69  -0.10  -8.00  0.088
H  1.77  -2.01  -3.68  0.085
H  2.99  -3.15  -3.36  0.084
H  2.15  -3.33  -4.86  0.080
O  3.03  -11.92  0.00  0.072
C  2.85  -11.01  0.78  -0.588
O  2.82  -11.09  2.06  0.023
C  3.00  -12.38  2.70  -0.189
C  4.43  -12.67  3.11  -0.068
C  2.46  -9.63  0.27  0.028
H  2.63  -13.10  1.98  0.112
H  2.41  -12.53  3.61  0.122
H  5.12  -12.50  2.29  0.079
H  4.63  -13.67  3.48  0.081
H  4.77  -12.02  3.91  0.075
H  1.68  -9.26  0.94  0.082
H  2.05  -9.77  -0.73  0.084
H  3.33  -8.98  0.24  0.085

ΔE to the lowest compared entry with this formula, charge and spin   59.6 kcal/mol
Charge   0
2S+1   1
Molar mass   664.53 g/mol
SMILES   C[N+](=O)[O-].C[N+](=O)[O-].C[N+](=O)[O-].C[N+](=O)[O-].C[N+](=O)[O-].C[N+](=O)[O-].C[N+](=O)[O-].C[N+](=O)[O-].CCOC(C)=O.CCOC(C)=O
Calculated total energy   -70087.2865 eV
HOMO-LUMO gap   10.01 eV

=====

[2]
Here is a molecular structure, C11H27Br3HfO5 in a non-equilibrium geometry from the Open Molecules 2025 dataset. Energies are from ωB97M-V/def2-TZVPD.

Each line ends with the Löwdin charge.
Cartesian coordinates (Å):
Hf  1.06  -0.23  0.17  1.304
Br  1.55  -1.65  2.60  0.000
Br  1.24  -0.38  -2.66  0.074
Br  3.65  0.76  0.30  0.030
C  -2.11  1.06  -2.15  -0.079
C  -2.15  0.97  -0.63  -0.568
C  -3.41  0.26  -0.20  -0.064
O  -1.01  0.36  -0.13  -0.378
H  -2.89  1.71  -2.56  0.083
H  -2.23  0.08  -2.62  0.078
H  -1.22  1.57  -2.51  0.031
H  -2.19  2.03  -0.30  0.128
H  -4.30  0.84  -0.42  0.083
H  -3.41  0.04  0.87  0.071
H  -3.48  -0.70  -0.73  0.073
C  1.23  2.95  -1.41  -0.105
O  0.98  2.29  -0.17  -0.389
C  0.65  3.21  0.86  -0.189
C  0.84  2.47  2.17  -0.186
O  0.24  1.20  2.04  -0.379
C  -1.02  1.14  2.67  -0.080
H  0.50  2.59  -2.14  0.052
H  2.22  2.71  -1.78  0.072
H  1.09  4.03  -1.33  0.095
H  -0.34  3.61  0.67  0.135
H  1.38  4.03  0.87  0.137
H  0.51  3.04  3.04  0.137
H  1.92  2.34  2.30  0.107
H  -1.35  0.11  2.64  0.069
H  -1.76  1.72  2.10  0.096
H  -0.98  1.52  3.69  0.103
C  3.62  -2.42  -0.70  -0.141
O  2.23  -2.26  -0.49  -0.494
C  1.47  -3.38  -0.90  -0.209
C  -0.02  -3.15  -0.86  -0.194
O  -0.31  -2.20  0.15  -0.403
C  -1.46  -2.48  0.93  -0.085
H  3.98  -1.77  -1.50  0.071
H  3.86  -3.47  -0.91  0.097
H  4.13  -2.19  0.23  0.066
H  1.72  -4.27  -0.32  0.137
H  1.77  -3.57  -1.93  0.131
H  -0.47  -4.13  -0.68  0.133
H  -0.49  -2.77  -1.77  0.113
H  -1.49  -3.54  1.20  0.104
H  -2.36  -2.15  0.42  0.079
H  -1.39  -1.94  1.87  0.054

ΔE to the lowest compared entry with this formula, charge and spin   8.0 kcal/mol
Charge   0
2S+1   1
Molar mass   657.53 g/mol
Calculated total energy   -233520.5091 eV
HOMO-LUMO gap   9.04 eV

=====

[3]
Here is a molecular structure, C31H25N7O3Pd in a non-equilibrium geometry from the Open Molecules 2025 dataset. Energies are from ωB97M-V/def2-TZVPD.

Each line ends with the Löwdin charge.
Cartesian coordinates (Å):
Pd  0.15  -0.10  0.50  1.043
O  -3.58  1.02  1.05  0.057
C  -2.38  0.80  1.17  -0.460
N  -1.75  -0.41  0.88  -0.036
C  -2.27  -1.61  1.19  -0.228
C  -3.59  -1.85  1.61  -0.035
C  -4.06  -3.14  1.68  -0.124
C  -3.26  -4.22  1.31  -0.121
C  -1.94  -4.03  0.98  -0.041
C  -1.38  -2.74  1.05  -0.278
N  -0.07  -2.53  1.09  0.058
C  0.94  -3.05  0.36  -0.538
O  1.90  -3.70  0.75  0.029
C  0.84  -2.55  -1.06  -0.162
C  1.25  -3.31  -2.14  0.010
C  1.08  -2.81  -3.42  -0.037
C  0.51  -1.54  -3.56  -0.052
C  0.14  -0.83  -2.44  -0.112
N  0.30  -1.31  -1.20  0.001
C  -1.43  1.74  1.76  -0.156
C  -1.87  2.89  2.41  0.013
C  -1.01  3.58  3.23  -0.034
C  0.31  3.12  3.36  -0.040
C  0.71  2.01  2.64  -0.110
N  -0.12  1.32  1.87  -0.023
H  -4.23  -1.01  1.83  0.094
H  -5.07  -3.32  2.02  0.088
H  -3.67  -5.22  1.31  0.090
H  -1.29  -4.86  0.74  0.104
H  1.68  -4.28  -1.95  0.123
H  1.38  -3.39  -4.28  0.109
H  0.36  -1.12  -4.54  0.103
H  -0.30  0.16  -2.52  0.114
H  -2.90  3.18  2.27  0.124
H  -1.35  4.45  3.77  0.111
H  1.00  3.63  4.01  0.095
H  1.73  1.64  2.73  0.099
C  4.30  4.37  5.19  -0.052
C  4.92  3.20  4.49  -0.282
C  4.22  2.01  4.31  -0.042
C  4.79  0.91  3.69  -0.019
C  6.10  0.99  3.21  -0.259
N  6.78  -0.07  2.62  0.132
C  6.33  -1.29  2.16  -0.524
O  7.04  -2.27  2.19  0.090
N  5.05  -1.36  1.64  0.151
C  4.29  -0.38  1.01  -0.221
C  4.84  0.76  0.42  0.021
C  3.98  1.66  -0.20  -0.032
C  2.63  1.40  -0.25  -0.120
N  2.10  0.30  0.30  -0.094
C  2.91  -0.56  0.94  -0.042
C  6.81  2.18  3.39  -0.020
C  6.23  3.26  4.02  -0.040
H  3.33  4.11  5.60  0.069
H  4.18  5.20  4.50  0.083
H  4.94  4.70  6.00  0.083
H  3.20  1.94  4.67  0.104
H  4.23  0.00  3.62  0.115
H  7.77  -0.09  2.81  0.157
H  4.71  -2.31  1.57  0.167
H  5.91  0.94  0.43  0.121
H  4.37  2.55  -0.66  0.111
H  1.93  2.08  -0.73  0.116
H  2.45  -1.41  1.43  0.113
H  7.83  2.24  3.05  0.114
H  6.80  4.17  4.15  0.117

Charge   0
2S+1   1
Molar mass   650.01 g/mol
Calculated total energy   -52606.2076 eV
HOMO-LUMO gap (alpha / beta)   5.18 / 5.18 eV

=====

[4]
Here is 2 unconnected molecules or ions with the total composition C8H16N2O3Si in a non-equilibrium geometry from the Open Molecules 2025 dataset. Energies are from ωB97M-V/def2-TZVPD.

Each line ends with the Löwdin charge.
Cartesian coordinates (Å):
C  0.37  -2.27  -1.18  -0.215
C  0.96  -0.44  -3.11  -0.029
C  1.35  -1.35  0.87  -0.049
C  -2.12  1.96  -0.09  -0.153
C  0.04  1.18  2.26  -0.161
C  -2.36  -0.58  1.95  -0.146
C  1.82  -0.21  -1.83  0.015
C  0.30  -1.23  -0.16  -0.409
N  0.32  -3.21  -1.85  0.178
N  1.61  1.00  -1.23  -0.370
O  2.15  1.32  -0.15  0.004
O  0.64  1.71  -1.64  0.017
O  -0.65  -0.32  -0.18  -0.117
Si  -1.27  0.71  1.03  0.502
H  1.17  0.23  -3.85  0.056
H  -0.09  -0.41  -2.98  0.082
H  1.17  -1.48  -3.40  0.069
H  1.87  -0.38  1.15  0.090
H  2.08  -2.05  0.51  0.084
H  0.91  -1.75  1.76  0.079
H  -3.04  1.84  -0.76  0.072
H  -2.53  2.78  0.72  0.085
H  -1.30  2.42  -0.54  -0.039
H  0.95  1.58  1.80  0.018
H  -0.25  1.96  3.00  0.052
H  0.54  0.31  2.79  0.058
H  -3.38  -0.77  1.85  -0.017
H  -1.74  -1.52  1.82  0.042
H  -2.28  -0.34  3.10  0.064
H  2.75  -0.69  -1.66  0.140

Charge   0
2S+1   3
Molar mass   216.31 g/mol
Calculated total energy   -25549.4579 eV
HOMO-LUMO gap (alpha / beta)   7.56 / 7.77 eV